1.
The following is a quantum chemistry calculation of a 6-piece molecular cluster, C16H45NO9 overall at a distorted geometry, from the OMol25 dataset.

Geometry as ORCA input:
```
! wB97M-V def2-TZVPD RIJCOSX def2/J DEFGRID3
* xyz 0 1
O -12.635 -8.050 -27.777
O -11.380 -12.643 -28.122
O -12.919 -12.950 -24.049
O -15.813 -9.850 -26.407
O -10.521 -8.643 -23.361
O -6.537 -7.466 -31.272
O -12.851 -9.663 -25.664
O -13.701 -10.091 -29.048
O -8.924 -12.646 -27.167
N -7.360 -10.289 -29.369
C -7.911 -12.223 -28.025
C -11.303 -7.943 -29.709
C -8.773 -13.981 -26.790
C -12.454 -13.189 -25.411
C -8.455 -10.989 -28.710
C -6.387 -8.558 -30.821
C -13.379 -14.029 -26.202
C -11.401 -7.665 -28.258
C -5.529 -7.057 -32.240
C -11.760 -8.866 -23.891
C -16.466 -9.506 -27.601
C -11.818 -11.477 -28.630
C -11.657 -9.744 -25.005
C -13.253 -11.248 -28.434
C -7.522 -9.019 -29.924
C -16.242 -8.154 -27.875
H -10.379 -7.495 -30.053
H -10.941 -9.390 -25.749
H -12.420 -12.210 -23.691
H -6.137 -9.359 -31.613
H -16.538 -8.052 -28.916
H -9.526 -14.189 -26.050
H -5.163 -7.745 -32.961
H -7.889 -13.986 -26.220
H -7.646 -12.954 -28.795
H -11.445 -13.445 -25.420
H -7.696 -8.465 -28.999
H -12.103 -7.524 -30.340
H -6.510 -10.109 -28.753
H -14.399 -13.556 -26.483
H -11.344 -10.785 -24.718
H -13.856 -11.945 -29.015
H -9.187 -11.258 -29.441
H -15.205 -8.027 -27.704
H -12.499 -9.205 -23.073
H -6.937 -11.841 -27.488
H -11.078 -8.968 -29.924
H -8.359 -8.969 -30.682
H -12.389 -12.239 -25.918
H -11.312 -6.626 -27.895
H -8.938 -10.372 -27.961
H -13.465 -11.233 -27.426
H -5.506 -8.567 -30.277
H -12.853 -14.272 -27.168
H -17.552 -9.748 -27.469
H -13.130 -9.384 -28.724
H -10.288 -7.811 -23.714
H -5.680 -6.182 -32.768
H -10.632 -8.302 -27.765
H -13.547 -14.979 -25.709
H -13.268 -7.331 -27.925
H -12.716 -9.210 -26.521
H -4.631 -6.749 -31.736
H -8.609 -14.634 -27.607
H -11.337 -10.676 -28.009
H -16.023 -10.241 -28.367
H -10.484 -12.418 -27.861
H -14.879 -9.623 -26.452
H -16.897 -7.348 -27.394
H -11.536 -11.354 -29.680
H -12.282 -7.947 -24.214
*
```

- SMILES string = COCCNCCOC.OCCO.OCCO.CCO.CCO.CCO
- maximum force (eV Å⁻¹) = 15.18
- Kohn-Sham gap (eV) = 9.263
- energy above the lowest of the compared OMol25 structures with the same formula, charge and spin (kcal per mole) = 22.8
- lowest unoccupied orbital energy (eV) = 0.24



2.
The following is a quantum chemistry calculation of C24H25FeN6O7SSe as an isolated structure at a distorted geometry, from the OMol25 dataset.

Geometry as ORCA input:
```
! wB97M-V def2-TZVPD RIJCOSX def2/J DEFGRID3
* xyz -1 5
Se 11.970 10.582 6.559
Fe 12.727 10.062 9.044
S 11.101 9.747 15.123
O 16.731 10.934 9.607
O 12.768 8.204 9.620
O 14.471 11.001 9.281
O 11.406 11.246 21.610
O 15.210 8.567 10.850
O 9.827 9.681 21.744
O 12.341 6.321 10.927
N 9.234 10.742 11.826
N 11.156 10.707 10.341
N 9.776 6.612 12.542
N 9.159 10.412 7.314
N 7.090 9.536 11.801
N 10.117 8.462 7.176
C 8.949 11.838 7.305
C 6.378 5.960 11.425
C 9.015 5.198 10.753
C 6.632 5.151 10.308
C 12.988 7.355 10.594
C 7.925 4.640 10.078
C 11.888 10.483 17.540
C 11.710 10.712 18.882
C 8.141 10.022 11.808
C 7.390 6.448 12.249
C 9.485 9.848 17.513
C 9.378 10.061 18.846
C 10.194 10.602 11.019
C 15.285 9.894 11.304
C 10.746 10.067 16.796
C 10.996 7.315 6.892
C 10.604 10.527 21.021
C 8.848 8.284 7.795
C 8.277 9.469 7.899
C 14.174 7.751 11.492
C 10.287 9.792 6.896
C 15.459 10.700 10.026
C 10.505 10.489 19.567
C 8.706 6.141 11.820
H 11.645 7.072 7.733
H 10.696 6.471 12.081
H 16.127 10.062 12.012
H 11.678 7.567 6.055
H 5.866 4.874 9.601
H 9.285 12.333 8.236
H 8.090 3.889 9.316
H 7.259 7.256 12.988
H 14.760 6.874 11.758
H 9.685 7.229 13.355
H 12.781 10.710 16.977
H 12.499 11.151 19.526
H 10.412 6.412 6.750
H 8.461 9.941 19.362
H 5.308 6.058 11.687
H 10.046 5.051 10.390
H 9.500 8.924 21.204
H 9.544 12.311 6.488
H 7.917 12.128 7.183
H 8.484 7.268 7.932
H 13.773 8.259 12.456
H 8.688 9.469 16.833
H 16.778 11.309 8.749
H 7.258 9.778 8.185
H 14.296 10.312 11.711
*
```

- maximum force (eV Å⁻¹) = 3.94
- Kohn-Sham gap (spin up / spin down) (eV) = 4.580 / 4.515
- energy above the lowest of the compared OMol25 structures with the same formula, charge and spin (kcal per mole) = 60.9
- <S²> = 6.010
- lowest unoccupied orbital energy (spin up / spin down) (eV) = 1.23 / 1.17



3.
The following is a quantum chemistry calculation of C21H43N2P3S2Tc as an isolated structure at a distorted geometry, from the OMol25 dataset.

Geometry as ORCA input:
```
! wB97M-V def2-TZVPD RIJCOSX def2/J DEFGRID3
* xyz 4 4
Tc 0.073 0.348 0.553
S 1.451 -1.748 -1.537
S 0.636 -1.423 1.911
P 2.140 1.313 0.372
P -0.661 2.138 1.837
P -2.070 -0.314 0.076
N 0.149 -2.500 4.325
N -0.177 -0.344 4.360
C 3.390 0.689 -0.831
C -3.040 0.952 -0.815
C 0.195 -1.386 3.560
C 0.444 2.987 3.063
C 0.741 -1.003 -2.981
C -3.231 -0.815 1.410
C -0.488 -0.845 5.622
C 0.574 -3.818 3.900
C 2.187 3.089 -0.072
C -2.139 1.959 2.933
C -2.288 -1.737 -1.037
C -0.283 -2.182 5.603
C -1.172 3.564 0.796
C 0.650 0.353 -3.363
C 0.095 0.611 -4.632
C -0.546 -0.400 -5.367
C 0.060 -2.010 -3.703
C 1.204 -2.064 -6.923
C 1.580 -3.223 -6.372
C 3.203 1.228 1.873
C -0.757 -1.661 -4.773
H 1.887 3.746 0.750
H -1.447 -2.356 -5.271
H 0.880 2.266 3.762
H 0.123 -1.945 -7.140
H -0.329 3.900 0.186
H -0.128 3.718 3.651
H 0.288 -3.021 -3.337
H -2.273 2.860 3.546
H 4.212 1.602 1.644
H -3.891 0.463 -1.303
H 1.269 -0.585 -0.783
H 3.011 0.711 -1.856
H -2.810 -0.713 2.411
H 3.283 0.188 2.208
H -2.409 1.412 -1.583
H 1.023 1.173 -2.713
H 4.275 1.329 -0.761
H 1.875 -1.242 -7.209
H -3.490 -1.869 1.267
H -0.803 -0.190 6.396
H -0.397 -2.926 6.374
H -3.417 1.731 -0.145
H 2.806 1.812 2.708
H 3.199 3.370 -0.390
H 0.030 -4.126 3.005
H -4.147 -0.219 1.347
H -3.362 -1.949 -1.100
H -1.513 4.399 1.421
H -2.004 1.106 3.605
H 0.369 -4.518 4.717
H -1.897 -1.507 -2.031
H 1.260 3.520 2.570
H 0.770 -3.929 -6.091
H -3.048 1.805 2.346
H 1.509 3.270 -0.912
H -1.984 3.260 0.131
H 1.647 -3.821 3.676
H -1.759 -2.609 -0.646
H 3.662 -0.346 -0.604
H 2.617 -3.537 -6.226
H -0.814 -0.223 -6.416
H 0.166 1.609 -5.077
H -0.156 0.622 4.087
*
```

- maximum force (eV Å⁻¹) = 4.63
- Kohn-Sham gap (spin up / spin down) (eV) = 6.137 / 4.748
- energy above the lowest of the compared OMol25 structures with the same formula, charge and spin (kcal per mole) = 3.1
- <S²> = 3.776
- lowest unoccupied orbital energy (spin up / spin down) (eV) = -13.25 / -14.65



- The highest maximum force belongs to which entry?
  C16H45NO9